# C4H14N4O

A 2-piece molecular cluster, C4H14N4O overall in a non-equilibrium geometry (ωB97M-V/def2-TZVPD, the OMol25 dataset).

Values from the calculation:
ΔE to the lowest compared entry with this formula, charge and spin, eV: 2.4575
Largest force on an atom, eV/A: 3.01
HOMO-LUMO gap, eV: 8.6
E_HOMO, eV: -7.73
Structure (SMILES): NC(N)C(N)N.C=CO
Total charge: 0

CARTESIAN COORDINATES (ANGSTROEM)
N1 -1.55 -1.50 -0.16
C1 -0.28 -0.89 -0.51
N2 0.43 -1.64 -1.53
C2 -0.29 0.59 -0.79
N3 0.07 0.95 -2.14
N4 -1.48 1.24 -0.31
H1 -2.36 -0.93 -0.37
H2 -1.60 -1.67 0.84
H3 0.40 -0.95 0.47
H4 0.71 -2.54 -1.16
H5 -0.20 -1.80 -2.31
H6 0.60 0.99 0.09
H7 0.40 1.91 -2.20
H8 0.79 0.32 -2.48
H9 -2.23 1.13 -0.98
H10 -1.33 2.24 -0.22
C3 1.51 0.99 1.42
C4 1.23 -0.24 1.96
O1 0.14 -0.45 2.77
H11 1.04 1.87 1.85
H12 2.53 1.18 1.10
H13 1.99 -1.00 2.12
H14 -0.54 0.20 2.54

Atomic charges from the natural (NBO) analysis, expressed in e, are listed below:
1. N -0.850
2. C 0.073
3. N -0.852
4. C 0.089
5. N -0.866
6. N -0.859
7. H 0.361
8. H 0.366
9. H 0.187
10. H 0.367
11. H 0.363
12. H 0.194
13. H 0.357
14. H 0.389
15. H 0.354
16. H 0.360
17. C -0.588
18. C 0.116
19. O -0.692
20. H 0.218
21. H 0.231
22. H 0.201
23. H 0.484

***

# C42H62BFN6O4P2V

C42H62BFN6O4P2V as an isolated structure in a non-equilibrium geometry (ωB97M-V/def2-TZVPD, the OMol25 dataset).

Values from the calculation:
Multiplicity: 2
Largest force on an atom, eV/A: 1.53
HOMO-LUMO gap (spin up / spin down), eV: 6.6 / 6.6
E_HOMO (spin up / spin down), eV: -11.52 / -11.53
Total charge: +2

CARTESIAN COORDINATES (ANGSTROEM)
V1 0.06 0.21 -0.04
C1 1.37 3.51 -1.59
C2 1.51 3.70 -0.07
C3 1.32 5.21 0.20
C4 2.93 3.31 0.35
P1 0.25 2.64 0.81
C5 -1.35 3.44 0.38
N1 -1.77 2.72 -0.79
B1 -1.29 1.43 -1.17
N2 -2.04 1.08 -2.33
C6 -2.04 -0.20 -2.98
P2 -0.75 -1.23 -2.15
C7 0.58 -1.42 -3.45
C8 0.12 -2.17 -4.71
C9 0.96 0.00 -3.88
C10 1.78 -2.17 -2.85
C11 -1.62 -2.85 -1.81
C12 -0.60 -3.93 -1.43
C13 -2.47 -3.36 -2.99
C14 -2.55 -2.61 -0.62
C15 -2.93 2.10 -2.62
C16 -3.87 2.22 -3.63
C17 -4.63 3.37 -3.67
C18 -4.47 4.38 -2.72
C19 -3.53 4.27 -1.70
C20 -2.76 3.12 -1.66
C21 0.47 2.69 2.66
C22 1.56 1.67 3.03
C23 -0.83 2.25 3.33
C24 0.84 4.06 3.24
H1 2.02 4.25 -2.07
H2 0.35 3.71 -1.93
H3 1.67 2.52 -1.92
H4 2.21 5.73 -0.13
H5 1.16 5.46 1.25
H6 0.49 5.61 -0.38
H7 3.64 3.75 -0.35
H8 3.09 2.24 0.35
H9 3.18 3.69 1.34
H10 -1.21 4.51 0.17
H11 -2.08 3.36 1.20
H12 -1.85 -0.12 -4.05
H13 -3.03 -0.68 -2.86
H14 -0.80 -1.77 -5.13
H15 -0.01 -3.24 -4.53
H16 0.90 -2.06 -5.47
H17 0.24 0.40 -4.60
H18 1.93 -0.04 -4.38
H19 1.04 0.71 -3.05
H20 1.67 -3.24 -2.98
H21 1.91 -1.98 -1.78
H22 2.69 -1.87 -3.36
H23 -0.06 -4.29 -2.30
H24 -1.14 -4.77 -1.01
H25 0.11 -3.57 -0.69
H26 -1.87 -3.61 -3.86
H27 -3.24 -2.66 -3.29
H28 -2.98 -4.26 -2.66
H29 -1.97 -2.50 0.30
H30 -3.20 -3.48 -0.50
H31 -3.19 -1.73 -0.72
H32 -4.00 1.44 -4.37
H33 -5.37 3.49 -4.45
H34 -5.09 5.26 -2.78
H35 -3.42 5.05 -0.96
H36 1.38 0.69 2.57
H37 1.57 1.54 4.11
H38 2.56 2.00 2.73
H39 -1.18 1.27 3.00
H40 -1.65 2.96 3.18
H41 -0.65 2.20 4.41
H42 1.82 4.41 2.91
H43 0.87 3.98 4.32
H44 0.11 4.83 2.99
F1 5.27 -4.15 1.78
C25 4.10 -4.03 2.45
C26 3.14 -3.24 1.89
C27 1.93 -3.03 2.55
C28 0.91 -2.18 1.94
O1 1.11 -1.69 0.82
C29 -0.27 -1.99 2.72
C30 -0.40 -2.63 3.92
N3 0.54 -3.40 4.48
C31 0.28 -4.04 5.75
C32 -0.39 -3.24 6.83
C33 1.06 -3.60 6.96
C34 1.73 -3.63 3.80
C35 2.72 -4.46 4.35
C36 3.93 -4.67 3.70
N4 4.92 -5.49 4.25
C37 5.00 -5.71 5.67
C38 4.85 -7.20 5.98
N5 5.73 -7.99 5.01
C39 6.74 -7.11 4.32
C40 6.02 -6.06 3.49
C41 -1.39 -1.13 2.29
O2 -2.48 -1.07 2.81
O3 -1.10 -0.36 1.23
H45 3.32 -2.77 0.93
H46 -1.32 -2.51 4.49
H47 0.01 -5.09 5.66
H48 -1.11 -3.76 7.44
H49 -0.62 -2.21 6.63
H50 1.34 -4.36 7.67
H51 1.77 -2.80 6.81
H52 2.51 -4.95 5.29
H53 4.21 -5.17 6.20
H54 5.94 -5.31 6.08
H55 3.83 -7.54 5.81
H56 5.17 -7.46 6.98
H57 5.15 -8.44 4.30
H58 6.21 -8.74 5.51
H59 7.37 -7.75 3.69
H60 7.37 -6.70 5.12
H61 5.64 -6.54 2.59
H62 6.77 -5.33 3.18
O4 4.12 -0.19 -0.86
C42 2.98 0.10 -0.82
N6 1.83 0.38 -0.77

Here are the Löwdin charges for atoms 1 to 99, given in e:
1. V 0.743
2. C -0.075
3. C -0.647
4. C -0.075
5. C -0.075
6. P 1.166
7. C -0.228
8. N -0.029
9. B -0.487
10. N -0.007
11. C -0.252
12. P 1.174
13. C -0.656
14. C -0.078
15. C -0.082
16. C -0.081
17. C -0.665
18. C -0.077
19. C -0.070
20. C -0.072
21. C -0.155
22. C -0.001
23. C -0.076
24. C -0.077
25. C -0.001
26. C -0.159
27. C -0.661
28. C -0.075
29. C -0.074
30. C -0.078
31. H 0.101
32. H 0.084
33. H 0.054
34. H 0.099
35. H 0.057
36. H 0.081
37. H 0.101
38. H 0.051
39. H 0.074
40. H 0.098
41. H 0.106
42. H 0.101
43. H 0.099
44. H 0.082
45. H 0.067
46. H 0.100
47. H 0.086
48. H 0.097
49. H 0.040
50. H 0.071
51. H 0.046
52. H 0.095
53. H 0.072
54. H 0.096
55. H 0.068
56. H 0.064
57. H 0.079
58. H 0.096
59. H 0.058
60. H 0.099
61. H 0.094
62. H 0.113
63. H 0.108
64. H 0.108
65. H 0.112
66. H 0.062
67. H 0.094
68. H 0.075
69. H 0.059
70. H 0.082
71. H 0.097
72. H 0.070
73. H 0.096
74. H 0.090
75. F 0.078
76. C -0.176
77. C 0.102
78. C -0.045
79. C -0.292
80. O -0.036
81. C -0.023
82. C 0.070
83. N 0.020
84. C -0.258
85. C -0.068
86. C -0.089
87. C -0.103
88. C 0.063
89. C -0.115
90. N -0.074
91. C -0.139
92. C -0.051
93. N 0.078
94. C -0.084
95. C -0.120
96. C -0.539
97. O 0.133
98. O -0.202
99. H 0.144